Record 1
Formula: C14H16F3N4O3
Source: OMol25
Level of theory: ωB97M-V with the def2-TZVPD basis set

The geometry in XYZ format:
```
40
C14H16F3N4O3 ωB97M-V with the def2-TZVPD basis set
O 3.67182 -2.37646 3.94382
N 4.32104 -1.38467 3.92819
O 3.64460 -0.29942 3.44711
C 3.62248 -0.18933 1.82101
N 2.41726 -0.04474 1.24429
C 1.63003 -1.22632 1.29085
C 0.78335 -1.39232 2.53845
O 0.18149 -2.69651 2.47660
C -0.34668 -0.36696 2.63455
F -0.66944 -0.13893 3.94917
F -0.09991 0.83321 2.08776
F -1.50217 -0.81518 2.05757
H 4.20532 0.70611 1.65653
H 4.18492 -1.08266 1.51726
H 0.92659 -1.21064 0.45518
H 2.20188 -2.15873 1.18901
H 1.36883 -1.34297 3.43967
H -0.20893 -2.87200 3.32650
N 1.34716 0.72218 -1.72677
C 2.21714 1.02594 -2.67941
C 2.19752 2.21970 -3.38867
C 1.21513 3.14739 -3.08380
C 0.30508 2.84513 -2.08487
C 0.41688 1.62121 -1.43794
H 2.97529 0.27531 -2.87835
H 2.93605 2.41552 -4.15507
H 1.16401 4.09217 -3.61145
H -0.47433 3.54184 -1.80655
H -0.26425 1.34926 -0.63895
N -2.79360 -1.17539 -2.13152
C -2.83456 -1.03547 -0.80753
C -3.89055 -0.43483 -0.13521
C -4.95611 0.04712 -0.87474
C -4.92622 -0.09004 -2.25334
C -3.82585 -0.70789 -2.82698
H -1.97966 -1.41601 -0.26324
H -3.86614 -0.34743 0.94157
H -5.79621 0.52442 -0.38584
H -5.73572 0.27389 -2.87194
H -3.76353 -0.83547 -3.90291
```

## Properties
**Net charge**: -1
**Gap between HOMO and LUMO**: 6.0119 eV
**LUMO**: 2.738 eV


Record 2
Formula: C14H16F3NO3RhS3
Source: OMol25
Level of theory: ωB97M-V with the def2-TZVPD basis set

The geometry in XYZ format:
```
41
C14H16F3NO3RhS3 ωB97M-V with the def2-TZVPD basis set
Rh -0.48644 -0.14703 0.49662
C -3.26588 2.74186 1.28131
C -1.78215 2.42836 1.41001
C -0.94970 3.67157 1.65373
O -1.32671 1.86591 0.14935
C -1.62353 1.42220 2.59118
O -1.81549 1.86221 3.71434
O -1.37041 0.19751 2.29831
H -3.43553 3.42124 0.44256
H -3.61656 3.20864 2.20030
H -3.83855 1.82500 1.12142
H -1.24374 4.47029 0.96960
H 0.10492 3.44223 1.49549
H -1.08746 3.99471 2.68412
H -2.08102 1.46973 -0.32500
C 2.65617 -3.17639 1.99716
C 1.92416 -1.93637 1.56611
S 0.26918 -2.22490 1.03495
C 2.44951 -0.70939 1.64341
C 3.84143 -0.42692 2.14927
S 1.52666 0.71714 1.17760
H 2.32469 -4.03843 1.41541
H 2.46325 -3.39919 3.05099
H 3.73523 -3.07108 1.86830
H 4.60064 -0.94220 1.55343
H 3.96244 -0.74418 3.18844
H 4.05315 0.64137 2.10331
F -3.04476 -0.59060 -4.22992
C -2.14867 -1.59171 -4.21981
F -1.84086 -1.83768 -5.51657
F -2.78284 -2.68726 -3.77253
C -0.92218 -1.26053 -3.42377
C 0.33019 -1.39053 -3.99044
C 1.46912 -1.09717 -3.25058
C 1.30677 -0.65118 -1.95478
N 0.09807 -0.50255 -1.42388
C -1.02587 -0.84401 -2.08220
S -2.43271 -0.78413 -1.08063
H 0.41778 -1.73178 -5.01290
H 2.45775 -1.21453 -3.66874
H 2.12998 -0.38025 -1.30497
```

## Properties
**Net charge**: -1
**Gap between HOMO and LUMO**: 6.4439 eV
**LUMO**: 2.775 eV
**Energy relative to the best compared isomer or geometry (same formula, charge and spin)**: 0.0 kcal/mol


Record 3
Formula: C14H16F4N4O14S4VY
Source: OMol25
Level of theory: ωB97M-V with the def2-TZVPD basis set

The geometry in XYZ format:
```
58
C14H16F4N4O14S4VY ωB97M-V with the def2-TZVPD basis set
V -1.40536 2.91547 0.29353
Y 1.49182 2.16506 2.55100
N -2.79907 1.52744 0.22181
S -3.95688 1.04906 1.41535
O -3.61494 -0.11390 2.24746
O -5.39234 1.37038 1.18281
F -3.53649 2.29980 2.43377
S -3.38090 0.29128 -0.56807
O -4.68409 0.36016 -1.26223
O -2.84632 -1.02363 -0.22305
F -2.31487 0.77765 -1.70289
N -1.10309 4.15975 -1.26808
S -1.32819 5.87888 -1.38592
O -2.59861 6.38809 -1.62518
O -0.10282 6.62799 -1.79630
F -1.34657 6.16946 0.19148
S -0.89575 4.11434 -2.78457
O 0.52059 4.27507 -3.23935
O -2.03895 4.35119 -3.63640
F -0.93650 2.56144 -2.76593
C 0.80945 0.45485 -0.39080
O 0.34413 1.59696 0.32120
H 0.30717 0.29214 -1.34439
H 1.84113 0.50572 -0.73889
H 0.71823 -0.40719 0.27000
C -1.07864 4.66301 3.03984
O -0.49626 3.63581 2.28239
H -1.71570 5.36506 2.50191
H -1.86045 4.27737 3.69417
H -0.34793 5.20561 3.63963
C 1.61033 -2.95899 -1.39895
C 1.79146 -2.03547 -2.43804
C 0.67651 -1.72796 -3.23493
C -0.62118 -2.21911 -2.85216
C -0.72151 -3.08053 -1.77798
C 0.37689 -3.41150 -1.00800
N -1.78619 -1.94962 -3.67259
O -1.74749 -1.61990 -4.82223
O -2.80210 -1.96146 -3.07790
H 2.44855 -3.25168 -0.78404
H 2.74756 -1.60212 -2.69201
H 0.57603 -0.99885 -4.02532
H -1.68489 -3.52258 -1.57090
H 0.13887 -4.08026 -0.19407
C 4.33274 -4.82545 2.16043
C 4.64606 -3.47118 1.79829
C 3.70087 -2.44601 1.89742
C 2.44257 -2.81780 2.23663
C 2.12443 -4.13572 2.51327
C 3.01344 -5.11603 2.35544
N 1.51657 -1.67271 2.50905
O 0.44253 -1.82938 2.97466
O 1.90826 -0.50358 2.47485
H 5.09617 -5.57624 2.01943
H 5.66811 -3.13193 1.71619
H 4.00022 -1.41500 1.77995
H 1.10847 -4.27151 2.85356
H 2.74491 -6.10175 2.70565
```

## Properties
**Net charge**: +3
**Spin multiplicity**: 4
**Gap between HOMO and LUMO (alpha / beta)**: 5.5130 / 4.5864 eV
**LUMO (alpha / beta)**: -12.638 / -13.564 eV


Record 4
Formula: C14H16N2O4P2ReS2Se
Source: OMol25
Level of theory: ωB97M-V with the def2-TZVPD basis set

The geometry in XYZ format:
```
42
C14H16N2O4P2ReS2Se ωB97M-V with the def2-TZVPD basis set
Re 1.12245 0.33370 -1.22710
S 3.39080 0.51638 -1.62762
C 3.78711 2.19552 -1.35435
C 5.15061 2.57357 -1.54894
N 6.25218 2.85683 -1.71748
C 2.83826 3.09387 -1.00979
S 1.18825 2.59446 -0.72339
C 3.14008 4.47047 -0.77848
N 3.37727 5.57624 -0.57031
C -3.65799 -0.39075 -1.46157
P -1.86613 -0.23218 -1.09126
C -1.93919 1.56948 -0.73672
C -1.67674 -1.26014 0.41160
C -2.69250 -2.18414 0.66768
C -2.69997 -2.95057 1.82118
C -1.69982 -2.78150 2.76130
C -0.67332 -1.88634 2.50740
C -0.62008 -1.14715 1.32910
P 0.89232 -0.14903 1.03277
C 0.82933 1.14537 2.30499
C 2.23477 -1.23232 1.61532
H -4.24960 -0.12562 -0.58564
H -3.92827 -1.37878 -1.82406
H -3.86866 0.32583 -2.25639
H -2.96500 1.84987 -0.48844
H -1.61585 2.11429 -1.62415
H -1.25989 1.81755 0.07386
H -3.49880 -2.31668 -0.03616
H -3.49474 -3.66572 1.98494
H -1.70331 -3.35558 3.67818
H 0.11852 -1.78480 3.23779
H 0.68807 0.69879 3.28999
H 0.02038 1.84463 2.09974
H 1.76694 1.70034 2.28302
H 2.16646 -1.47646 2.67448
H 3.17162 -0.70672 1.42662
H 2.23236 -2.14716 1.02237
O -0.19024 -2.25735 -4.44996
Se 0.03458 -1.28923 -3.22389
O -1.57700 -1.00128 -2.55887
O 0.87030 -1.79732 -1.89598
O 0.60442 0.23962 -3.43180
```

## Properties
**Net charge**: 0
**Spin multiplicity**: 4
**Gap between HOMO and LUMO (alpha / beta)**: 6.6958 / 6.3081 eV
**LUMO (alpha / beta)**: -0.746 / -1.738 eV
**Energy relative to the best compared isomer or geometry (same formula, charge and spin)**: 65.0 kcal/mol


Record 5
Formula: C14H16N2S
Source: OMol25
Level of theory: ωB97M-V with the def2-TZVPD basis set

The geometry in XYZ format:
```
33
C14H16N2S ωB97M-V with the def2-TZVPD basis set
N 1.71235 0.14399 0.35834
S -0.39851 1.36194 1.63525
C 0.56630 0.68218 0.36775
C -1.17407 1.52451 -0.87771
C -1.63342 1.83014 0.37998
C 3.55966 -4.04966 -0.60784
C 4.36476 -2.98110 -0.86194
C 2.20371 -3.89543 -0.73454
C 3.85627 -1.72908 -0.94629
C 1.57617 -2.63643 -0.80293
C 2.48696 -1.57407 -0.97749
N 0.08444 0.99057 -0.92130
C -4.83272 2.56473 2.41504
C -2.89860 2.56066 0.71431
C 2.11394 -0.16781 -0.97497
C 0.85325 0.18159 -1.90392
C -3.34764 2.21003 2.16669
H -1.71310 1.73557 -1.74717
H 4.10237 -5.07122 -0.44844
H 5.45062 -3.27346 -0.80327
H 1.62197 -4.79329 -0.65331
H 4.43104 -0.86799 -0.97931
H 0.46723 -2.56538 -0.64446
H -5.19159 2.16343 3.35377
H -5.45931 2.08860 1.61911
H -4.93433 3.69883 2.48801
H -2.74757 3.64910 0.56598
H -3.70143 2.14091 0.06175
H 3.00310 0.41202 -1.35018
H 1.18036 0.72552 -2.73251
H 0.21925 -0.70354 -2.27946
H -2.64405 2.50663 2.97024
H -3.17741 1.13751 2.15080
```

## Properties
**Net charge**: 0
**SMILES**: CCCC1=CN2C[C@H](c3ccccc3)N=C2S1
**Gap between HOMO and LUMO**: 8.1106 eV
**LUMO**: 0.781 eV
**Energy relative to the best compared isomer or geometry (same formula, charge and spin)**: 29.2 kcal/mol


Record 6
Formula: C14H16N4O2
Source: OMol25
Level of theory: ωB97M-V with the def2-TZVPD basis set

The geometry in XYZ format:
```
36
C14H16N4O2 ωB97M-V with the def2-TZVPD basis set
C -2.58291 -3.37164 -4.54955
H -3.15069 -4.23959 -4.21807
O -1.99520 -2.83639 -3.38883
C -1.21788 -1.72505 -3.50254
C -0.94704 -1.06238 -4.69739
C -0.13818 0.06372 -4.69163
C 0.40553 0.54103 -3.51754
C 0.14041 -0.11569 -2.31288
C -0.67067 -1.24498 -2.31615
H -0.88086 -1.75671 -1.39195
C 0.71793 0.39526 -1.08299
N 0.48376 -0.19501 0.02149
N 0.98931 0.22275 1.20928
C 1.79864 1.27109 1.50916
O 2.25359 2.06457 0.71661
C 2.13949 1.35952 3.00901
N 1.11262 0.86291 3.87406
C -0.07898 1.46630 4.16000
N -0.80796 0.72340 4.94854
C -0.08618 -0.40285 5.19087
C 1.10483 -0.34303 4.53261
H 1.93289 -1.02046 4.48385
H -0.47216 -1.17843 5.82049
C -0.45688 2.79365 3.61967
H -0.41228 2.79704 2.53066
H 0.21532 3.56760 3.99102
H -1.46871 3.02334 3.93775
H 2.35355 2.41019 3.22840
H 3.05720 0.78536 3.17235
H 0.66885 -0.36933 1.96763
H 1.33976 1.28278 -1.17515
H 1.03433 1.41850 -3.52395
H 0.06454 0.56950 -5.62418
H -1.35688 -1.40972 -5.63260
H -3.26252 -2.65625 -5.02407
H -1.82655 -3.69100 -5.27402
```

## Properties
**Net charge**: 0
**SMILES**: COc1cccc(/C=N/NC(=O)Cn2ccnc2C)c1
**Gap between HOMO and LUMO**: 8.9008 eV
**LUMO**: 0.348 eV
**Energy relative to the best compared isomer or geometry (same formula, charge and spin)**: 13.9 kcal/mol